Record 1
Below is a cluster of 12 separate species, C51H102BrIN2O15 in total, with properties calculated with ωB97M-V with the def2-TZVPD basis set.

Atoms and positions in Å:
C 2.76 -3.73 3.62
C 3.12 -2.48 2.71
O 3.56 -2.97 1.43
C 2.59 -2.72 0.40
C 1.23 -3.51 0.63
C 0.25 -3.32 -0.58
C -0.11 -4.50 -1.36
C -1.03 -4.43 -2.52
C -1.40 -5.76 -3.25
C -1.57 -3.11 -2.92
C -2.54 -3.04 -4.14
C -4.07 -3.00 -3.75
C -4.66 -4.45 -3.49
N -4.85 -4.85 -2.08
O -4.97 -5.16 -4.41
C -1.20 -1.93 -2.14
C -0.31 -2.01 -0.95
C 0.00 -0.71 -0.14
O 0.20 -0.76 1.05
C 0.06 0.59 -0.99
C 0.96 1.66 -0.62
C 1.05 2.90 -1.42
C 2.05 4.01 -0.86
N 3.09 3.41 0.03
C 0.20 3.04 -2.67
C 0.21 4.32 -3.58
C 1.63 4.73 -4.13
C 2.57 3.54 -4.54
Br 4.36 3.78 -3.70
C -0.70 1.90 -2.99
C -1.57 2.00 -4.28
C -0.68 1.87 -5.59
C -1.58 1.47 -6.84
I 0.76 0.23 -5.36
C -0.80 0.70 -2.19
C -1.74 -0.49 -2.45
O -2.89 -0.42 -2.83
H 3.09 -3.56 4.68
H 1.65 -3.88 3.55
H 3.25 -4.65 3.16
H 3.90 -1.81 3.17
H 2.21 -1.84 2.55
H 3.02 -3.05 -0.59
H 2.44 -1.61 0.34
H 0.74 -3.17 1.58
H 1.53 -4.59 0.70
H 0.26 -5.53 -1.12
H -1.68 -5.61 -4.33
H -0.62 -6.56 -3.11
H -2.32 -6.15 -2.74
H -2.38 -3.86 -4.88
H -2.31 -2.09 -4.69
H -4.27 -2.43 -2.80
H -4.62 -2.48 -4.58
H -3.89 -5.07 -1.76
H -5.09 -4.02 -1.52
H 1.56 1.51 0.31
H 2.61 4.58 -1.63
H 1.48 4.71 -0.18
H 3.53 2.61 -0.44
H 2.68 3.15 0.92
H -0.15 5.19 -2.93
H -0.50 4.29 -4.44
H 2.15 5.47 -3.46
H 1.43 5.32 -5.08
H 2.78 3.62 -5.65
H 2.15 2.52 -4.38
H -2.09 3.00 -4.31
H -2.37 1.23 -4.37
H -0.19 2.84 -5.87
H -2.16 2.33 -7.26
H -0.89 1.08 -7.64
H -2.25 0.61 -6.56
C -3.17 -0.60 2.02
C -3.29 0.36 3.20
O -2.18 0.19 4.08
H -3.13 -1.63 2.37
H -4.02 -0.48 1.34
H -2.25 -0.41 1.47
H -4.20 0.15 3.76
H -3.32 1.39 2.86
H -1.38 0.38 3.58
C -4.49 -0.07 7.61
C -3.10 0.55 7.56
O -2.17 -0.40 7.05
H -4.49 -0.96 8.25
H -5.22 0.65 8.01
H -4.81 -0.39 6.62
H -2.78 0.84 8.56
H -3.09 1.43 6.92
H -2.46 -0.65 6.17
C -2.51 -1.36 11.20
C -1.12 -0.75 11.15
O -0.19 -1.70 10.64
H -2.51 -2.25 11.84
H -3.23 -0.65 11.60
H -2.83 -1.68 10.21
H -0.79 -0.45 12.14
H -1.11 0.14 10.50
H -0.48 -1.95 9.75
C -1.99 7.17 0.33
C -0.69 6.63 -0.24
O -0.38 7.23 -1.48
H -2.81 7.00 -0.36
H -2.23 6.70 1.29
H -1.92 8.25 0.49
H -0.77 5.56 -0.41
H 0.13 6.82 0.46
H -0.31 8.19 -1.34
C -0.63 -6.63 -8.58
C -0.76 -6.31 -7.11
O -1.78 -5.34 -6.90
H -0.40 -5.73 -9.15
H 0.15 -7.37 -8.76
H -1.57 -7.02 -8.98
H 0.18 -5.90 -6.73
H -1.00 -7.21 -6.53
H -2.60 -5.71 -7.23
C 3.40 7.38 -7.05
C 2.33 7.15 -8.09
O 1.12 6.72 -7.47
H 3.60 6.46 -6.49
H 4.34 7.71 -7.51
H 3.09 8.13 -6.32
H 2.63 6.38 -8.80
H 2.12 8.07 -8.65
H 0.84 7.40 -6.85
C -4.58 -4.38 2.68
C -3.28 -4.91 2.10
O -3.01 -4.30 0.84
H -5.41 -4.57 2.00
H -4.80 -4.85 3.64
H -4.52 -3.30 2.82
H -3.34 -5.98 1.94
H -2.44 -4.71 2.78
H -2.94 -3.34 0.99
C 5.21 3.33 3.93
C 6.18 4.32 3.32
O 6.38 4.03 1.94
H 5.59 2.31 3.83
H 5.05 3.54 4.99
H 4.24 3.36 3.42
H 7.15 4.27 3.81
H 5.80 5.34 3.41
H 5.52 4.09 1.50
C 2.00 4.23 -10.93
C 1.40 3.85 -9.60
O 0.83 2.54 -9.66
H 1.24 4.20 -11.72
H 2.44 5.23 -10.90
H 2.78 3.52 -11.22
H 0.61 4.54 -9.32
H 2.16 3.86 -8.81
H 1.54 1.93 -9.90
C 0.55 2.79 13.04
C -0.09 2.43 14.37
O -0.66 1.13 14.31
H -0.19 2.75 12.24
H 0.99 3.79 13.07
H 1.33 2.07 12.78
H -0.88 3.13 14.61
H 0.65 2.45 15.17
H 0.05 0.51 14.10
C 4.61 -8.07 2.82
C 3.90 -7.90 1.49
O 3.38 -6.58 1.37
H 3.92 -7.87 3.65
H 5.00 -9.08 2.93
H 5.43 -7.36 2.92
H 3.06 -8.59 1.41
H 4.58 -8.08 0.66
H 4.12 -5.96 1.43

Properties
Calculated total energy = -166371.7147 eV

Atom charges from the Löwdin analysis, given in e for atoms 1 to 99:
1. C -0.0622
2. C -0.2447
3. O -0.1873
4. C -0.1956
5. C -0.1089
6. C -0.1099
7. C 0.0334
8. C -0.1480
9. C -0.0367
10. C -0.0773
11. C -0.1253
12. C -0.0978
13. C -0.4664
14. N 0.0966
15. O 0.0776
16. C -0.0039
17. C -0.0063
18. C -0.2894
19. O 0.0635
20. C -0.0456
21. C 0.0366
22. C -0.0573
23. C -0.2060
24. N -0.0210
25. C -0.0732
26. C -0.1339
27. C -0.2644
28. C -0.5671
29. Br 0.6024
30. C -0.1558
31. C -0.1923
32. C -0.6720
33. C -0.1833
34. I 0.9087
35. C -0.0544
36. C -0.2694
37. O 0.0809
38. H 0.0738
39. H 0.0647
40. H 0.0700
41. H 0.1179
42. H 0.1030
43. H 0.1373
44. H 0.1123
45. H 0.1049
46. H 0.1156
47. H 0.1192
48. H 0.0559
49. H 0.0896
50. H 0.0836
51. H 0.0944
52. H 0.1087
53. H 0.1002
54. H 0.1262
55. H 0.0592
56. H 0.0730
57. H 0.1084
58. H 0.0525
59. H 0.1103
60. H 0.0720
61. H 0.0562
62. H 0.1147
63. H 0.0911
64. H 0.0827
65. H 0.0941
66. H 0.0541
67. H -0.0219
68. H 0.1278
69. H 0.0990
70. H 0.0774
71. H 0.0845
72. H 0.0452
73. H 0.0719
74. C -0.0742
75. C -0.2948
76. O -0.0836
77. H 0.0546
78. H 0.0874
79. H 0.0551
80. H 0.1103
81. H 0.1127
82. H 0.0899
83. C -0.0893
84. C -0.3239
85. O -0.0965
86. H 0.0670
87. H 0.0745
88. H 0.0664
89. H 0.0996
90. H 0.1072
91. H 0.0528
92. C -0.0864
93. C -0.3167
94. O -0.0831
95. H 0.0769
96. H 0.0764
97. H 0.0622
98. H 0.0897
99. H 0.1025

***

Record 2
Below is a structure of composition C6H10N2, with properties calculated with ωB97M-V with the def2-TZVPD basis set.

Atoms and positions in Å:
C 1.32 0.47 1.21
C 0.66 -1.56 -0.17
N -1.49 0.50 -0.74
C -0.17 0.74 -0.83
C 0.36 -0.12 0.20
N 0.38 1.71 -1.58
C -1.53 -0.32 0.43
C -2.20 -1.04 1.21
H -2.21 0.59 -1.46
H -0.16 2.50 -1.90
H 1.38 1.77 -1.63
H 1.13 1.53 1.39
H 1.18 -0.06 2.16
H 0.44 -2.19 0.70
H 2.37 0.34 0.93
H 1.71 -1.69 -0.44
H 0.04 -1.92 -0.99
H -3.21 -1.24 1.50

Properties
Energy relative to the best compared isomer or geometry (same formula, charge and spin) = 464.41 kJ/mol
Calculated total energy = -9359.6237 eV

What are the Löwdin partial charges on each atom? They are as follows, in elementary charge units:
1. C -0.0594
2. C -0.0737
3. N 0.1272
4. C -0.3350
5. C -0.3722
6. N 0.1894
7. C -0.3293
8. C 0.0305
9. H 0.1503
10. H 0.1121
11. H 0.1143
12. H 0.0761
13. H 0.0838
14. H 0.0765
15. H 0.0732
16. H 0.0741
17. H 0.0841
18. H -0.0220